86
Properties=species:S:1:pos:R:3:forces:R:3 method="wB97M-V/def2-TZVPD" gap_ev="4.445 / 6.449" e_homo_ev="-1.798 / -3.810" molar_mass_g_mol=657.8 charge=-1 fmax_ev_per_a=0.6 total_energy_ha=-4084.4072 multiplicity=5 s2=6.062
Fe -0.023 0.097 -0.184 -0.2130 -0.3529 0.4143
C 0.782 2.014 -2.179 0.0258 0.1249 -0.0193
Si 0.943 2.323 -0.262 -0.1093 -0.0654 -0.0727
C 1.033 2.081 1.661 0.1416 0.0807 0.0033
C 0.061 3.983 -0.237 0.0722 -0.0051 -0.0156
C 0.527 5.292 -0.304 0.0138 0.0533 0.0129
C -0.366 6.357 -0.264 0.0053 -0.0182 -0.0004
C -1.730 6.114 -0.159 0.0060 -0.0156 -0.0029
C -2.199 4.807 -0.097 -0.0096 0.0323 0.0087
C -1.317 3.726 -0.132 -0.0966 -0.0017 0.0327
Si -1.804 1.862 -0.066 0.0459 0.1108 0.0253
C -3.129 1.811 -1.437 0.0124 0.0081 -0.0129
C -2.762 1.712 1.586 -0.0285 -0.0107 -0.0139
H 1.449 2.721 -2.686 -0.0024 -0.0139 -0.0144
H -0.241 2.251 -2.482 0.0086 0.0027 -0.0211
H 1.036 1.016 -2.543 -0.0118 -0.0162 0.0468
H 1.791 2.766 2.061 -0.0172 0.0133 0.0017
H 1.265 1.067 2.000 -0.0194 -0.0049 -0.0191
H 0.075 2.379 2.092 -0.0067 -0.0224 -0.0079
H 1.591 5.490 -0.389 -0.0045 -0.0022 -0.0024
H 0.001 7.376 -0.316 -0.0024 0.0009 -0.0003
H -2.426 6.945 -0.130 -0.0012 -0.0002 0.0017
H -3.269 4.634 -0.020 0.0031 -0.0022 0.0053
H -3.854 2.617 -1.284 0.0136 -0.0009 0.0014
H -3.680 0.872 -1.458 -0.0009 -0.0209 0.0041
H -2.678 1.958 -2.423 0.0063 -0.0055 0.0071
H -3.818 1.978 1.467 0.0108 0.0221 -0.0013
H -2.334 2.401 2.318 0.0214 -0.0276 0.0043
H -2.710 0.707 2.011 -0.0138 -0.0156 -0.0251
N 7.881 0.648 3.224 -0.0021 -0.0013 0.0049
C 6.832 0.761 2.306 -0.0075 -0.0035 -0.0046
C 7.048 0.510 0.951 0.0099 -0.0011 0.0013
C 6.019 0.652 0.039 0.0123 -0.0024 -0.0492
C 4.769 1.060 0.471 -0.0651 -0.0179 0.0047
C 4.538 1.310 1.815 -0.0273 -0.0085 -0.0019
C 5.565 1.167 2.727 0.0108 0.0036 0.0128
S 3.447 1.171 -0.692 0.2909 -0.0834 0.1013
O 4.037 1.101 -1.998 -0.0701 -0.0195 0.0075
O 2.789 2.515 -0.408 0.0555 0.1668 -0.0656
N 2.293 0.220 -0.299 -0.1562 0.2664 -0.2810
C 2.423 -1.126 0.011 0.1391 -0.1386 0.0754
N 1.243 -1.590 0.498 0.0777 -0.0370 -0.0349
C 1.345 -2.893 1.003 -0.0194 -0.0564 0.0229
C 2.510 -3.625 0.872 -0.0024 0.0130 -0.0147
C 3.609 -3.059 0.254 -0.0310 0.0072 0.0021
N 3.566 -1.732 -0.161 -0.0388 0.0379 0.0077
H 8.603 0.003 2.946 -0.0012 0.0024 0.0008
H 7.580 0.477 4.171 0.0037 -0.0036 -0.0032
H 8.028 0.188 0.617 -0.0016 0.0002 0.0011
H 6.168 0.432 -1.008 -0.0096 0.0069 0.0037
H 3.552 1.603 2.147 -0.0019 0.0055 -0.0008
H 5.387 1.362 3.778 -0.0019 0.0000 -0.0027
H 0.529 -3.281 1.590 -0.1180 0.0738 -0.0034
H 2.554 -4.632 1.271 0.0028 0.0011 0.0018
H 4.541 -3.588 0.109 -0.0034 0.0044 -0.0117
C -4.918 -1.195 0.483 -0.0180 0.0034 -0.0260
C -4.257 -1.699 -0.798 0.0041 -0.1040 -0.0218
C -4.994 -2.938 -1.322 0.0397 0.0261 -0.0071
P -2.392 -1.773 -0.613 -0.0905 0.0386 -0.1328
C -1.896 -2.503 -2.249 0.0540 -0.0904 0.0952
C -0.371 -2.519 -2.373 -0.0048 0.0488 -0.0787
C -2.489 -1.690 -3.399 0.0141 0.0496 -0.0145
C -2.005 -3.141 0.571 0.0490 -0.0420 -0.0584
C -2.803 -4.441 0.531 -0.0204 0.0267 -0.0108
C -1.919 -2.600 1.999 0.0529 -0.0075 -0.0271
H -5.987 -1.036 0.315 0.0025 0.0177 0.0084
H -4.482 -0.257 0.823 0.0193 0.0115 0.0093
H -4.821 -1.926 1.288 0.0043 -0.0258 0.0221
H -4.386 -0.921 -1.553 0.0421 0.0290 0.0082
H -5.189 -3.652 -0.526 0.0103 -0.0445 0.0398
H -4.451 -3.459 -2.110 0.0068 0.0159 -0.0236
H -5.964 -2.640 -1.733 0.0021 0.0099 0.0090
H -2.258 -3.536 -2.308 -0.0283 0.0099 -0.0176
H 0.024 -1.497 -2.373 -0.0046 -0.0169 0.0085
H -0.081 -2.976 -3.323 0.0045 -0.0248 0.0182
H 0.128 -3.054 -1.566 0.0057 -0.0237 0.0247
H -2.196 -0.639 -3.312 -0.0113 -0.0126 0.0048
H -3.578 -1.732 -3.435 0.0099 -0.0153 -0.0118
H -2.107 -2.061 -4.353 0.0001 0.0066 -0.0008
H -0.986 -3.374 0.248 0.0396 -0.0210 0.0806
H -3.791 -4.312 0.976 -0.0386 0.0012 0.0040
H -2.284 -5.205 1.117 0.0066 0.0065 -0.0071
H -2.931 -4.829 -0.480 -0.0018 0.0072 -0.0197
H -2.904 -2.326 2.382 -0.0310 0.0451 0.0015
H -1.272 -1.722 2.045 -0.0092 0.0125 0.0248
H -1.508 -3.359 2.672 -0.0038 -0.0007 -0.0160

79
Properties=species:S:1:pos:R:3:forces:R:3 method="wB97M-V/def2-TZVPD" gap_ev="6.727 / 6.789" e_homo_ev="-9.216 / -9.249" molar_mass_g_mol=728.5 charge=+1 fmax_ev_per_a=2.7 total_energy_ha=-2644.4660 multiplicity=4 s2=3.756
Nd 1.331 -0.369 0.542 -0.7799 0.2273 1.9345
C -0.754 -1.074 2.182 0.6408 -0.8809 -0.0116
C -0.471 -2.258 1.426 0.6343 0.4587 0.4943
C 1.358 -1.825 2.780 -1.0702 0.1329 -0.4596
C 0.360 -0.833 3.044 0.0995 -0.8531 -0.6099
C 0.847 -2.701 1.770 -0.6291 0.5973 0.3808
C -2.072 -0.377 2.269 -0.3935 0.2642 0.0275
H -1.927 0.706 2.414 -0.2099 -0.2582 0.0261
H -2.668 -0.758 3.119 0.2364 0.1998 -0.2705
H -2.684 -0.513 1.364 0.1919 0.0549 0.2447
C 0.410 0.171 4.136 0.1070 0.5493 0.1890
H -0.597 0.468 4.461 0.2511 -0.0843 -0.1032
H 0.943 1.070 3.804 -0.1255 -0.0171 0.3447
H 0.947 -0.218 5.012 -0.1245 0.1007 -0.2283
C 2.629 -2.026 3.523 0.5695 -0.0524 0.2159
H 2.527 -1.674 4.558 0.0933 -0.0994 -0.2119
H 3.466 -1.478 3.066 -0.1314 -0.1732 0.2005
H 2.901 -3.091 3.543 -0.0668 0.2865 0.0486
C 1.442 -4.023 1.415 0.3027 -0.3923 -0.0896
H 1.368 -4.713 2.282 0.0266 0.2621 -0.5142
H 2.512 -3.930 1.163 -0.3251 -0.1585 0.0492
H 0.923 -4.484 0.558 0.2246 0.1140 0.3475
C -1.444 -3.055 0.629 -0.2627 -0.2741 -0.4915
H -1.601 -4.049 1.087 0.0062 0.3986 -0.2028
H -1.084 -3.212 -0.400 -0.2219 -0.1537 0.2632
H -2.419 -2.555 0.562 0.2283 -0.1476 0.0169
C -3.554 1.927 -0.532 -0.5009 0.4192 -0.1084
C -4.431 1.320 -1.344 0.0354 0.1060 0.2881
C -4.265 0.827 -2.767 0.0938 0.0328 -0.2103
C -3.023 1.269 -3.566 0.0881 0.0790 -0.8928
C -1.767 0.397 -3.318 -0.4282 0.2113 0.6112
C -1.548 -0.016 -1.894 2.1251 -0.5724 0.6731
C -1.177 1.093 -0.870 -0.4684 -0.3414 -0.3556
C -2.122 2.304 -0.826 0.3682 0.3094 0.2789
H -5.136 1.189 -3.342 0.2149 -0.1858 0.2878
H -2.835 2.334 -3.406 -0.1870 -0.2536 0.0151
H -4.330 -0.275 -2.788 -0.0694 0.2950 0.0378
H -2.026 2.870 -1.765 -0.1082 -0.1623 0.3883
H -3.903 2.304 0.442 -0.0289 -0.4859 -0.4479
H -5.454 1.171 -0.962 0.5512 0.0543 -0.0948
H -1.759 2.983 -0.033 -0.2320 -0.1859 -0.3110
H -1.149 0.651 0.153 -0.1157 0.0429 -0.5368
H -2.287 -0.730 -1.506 0.0690 0.3309 -0.0782
H -0.150 1.500 -1.061 -0.2794 -0.1786 -0.0572
H -3.261 1.161 -4.640 -0.1052 0.2051 0.2828
H -1.893 -0.510 -3.944 0.1471 0.3527 0.3202
P -0.130 1.074 -3.840 -2.0605 -0.9030 -1.2060
C -0.222 2.856 -3.787 0.8492 0.8983 -0.2037
C -0.003 0.537 -5.571 0.3235 0.4071 -0.4382
P 0.309 -1.069 -1.807 -2.4625 0.7921 0.6309
C 1.118 0.200 -2.915 0.8452 0.5186 0.2742
C -0.218 -2.364 -2.984 0.2458 -0.8035 0.1320
C 2.093 -1.965 -1.375 1.1622 -0.1865 -0.7090
H 0.060 3.272 -2.809 -0.0962 -0.2041 -0.2767
H -1.228 3.208 -4.050 0.2590 -0.3266 0.0950
H 0.458 3.266 -4.551 -0.0828 -0.0746 0.3579
H 0.539 1.298 -6.150 -0.0428 -0.2862 0.0292
H -1.000 0.418 -6.016 0.2241 0.1187 0.2302
H 0.534 -0.419 -5.661 -0.1975 0.3152 0.1566
H 2.539 -1.936 -2.375 0.3166 -0.3841 0.3130
H 1.942 -3.002 -1.053 0.0613 0.1976 -0.1063
H 2.870 -1.502 -0.708 0.0400 -0.6164 -0.7266
H 1.742 0.931 -2.362 -0.1676 -0.3651 -0.0727
H 1.795 -0.315 -3.613 -0.2340 0.2605 0.1217
H -0.055 -3.345 -2.515 0.0726 0.1951 -0.2697
H 0.385 -2.315 -3.900 -0.0864 -0.1599 0.1813
H -1.279 -2.313 -3.257 0.3297 0.1602 0.2409
Te 4.023 0.960 1.008 0.3528 0.2069 -0.3146
C 3.448 1.726 2.904 -0.2053 0.2097 0.2333
C 4.003 1.161 4.070 -0.4599 0.4143 -0.3171
C 3.630 1.659 5.322 0.0190 0.0854 -0.1991
C 2.751 2.744 5.418 -0.0769 -0.0382 -0.2864
C 2.223 3.323 4.255 0.1259 -0.0677 -0.0878
C 2.560 2.820 2.988 0.4157 -0.4890 0.5172
H 4.720 0.345 3.966 -0.2435 0.2234 0.1912
H 4.037 1.204 6.225 -0.0765 0.1579 -0.2122
H 2.474 3.142 6.398 0.1044 -0.1533 -0.3754
H 1.545 4.175 4.337 0.1983 -0.2444 -0.0265
H 2.166 3.254 2.063 0.1061 -0.0322 0.4428